No. 1
Entry from the OMol25 dataset: a structure of composition C42H39N9OPRuS2 (wB97M-V/def2-TZVPD).

Calculated values
Highest occupied orbital energy (spin up / spin down) = -12.960 / -13.091 eV
Strongest force on any atom = 0.542 eV Å⁻¹
Multiplicity = 6
Total charge = +2

```
95
Properties=species:S:1:pos:R:3:lowdin_charge:R:1
Ru 0.086 0.346 -0.271 1.248
N -1.318 0.069 4.151 0.107
C -0.707 -0.041 2.964 -0.827
S -1.559 0.588 1.579 0.656
N 0.469 -0.630 2.949 0.005
N 1.015 -0.657 1.707 -0.122
C 2.132 -1.271 1.590 -0.137
C 2.792 -1.315 0.289 -0.290
C 4.098 -1.774 0.173 -0.001
C 4.684 -1.816 -1.079 -0.024
C 3.936 -1.423 -2.179 -0.024
C 2.643 -0.972 -1.976 -0.118
N 2.076 -0.902 -0.770 0.028
H -2.224 0.493 4.227 0.096
H -0.873 -0.313 4.969 0.117
H 2.586 -1.752 2.451 0.139
H 4.634 -2.093 1.056 0.129
H 5.703 -2.157 -1.197 0.125
H 4.343 -1.460 -3.179 0.119
H 2.031 -0.668 -2.815 0.102
N 2.293 2.939 -0.898 -0.092
P 1.845 2.259 0.608 1.015
C 3.299 2.611 1.619 -0.358
C 3.738 3.934 1.719 -0.087
C 4.846 4.237 2.489 -0.051
C 5.506 3.228 3.183 -0.049
C 5.058 1.920 3.106 -0.057
C 3.956 1.609 2.320 -0.083
C 0.590 3.383 1.271 -0.406
C -0.257 4.078 0.414 -0.112
C -1.321 4.806 0.926 -0.064
C -1.541 4.839 2.295 -0.058
C -0.689 4.155 3.154 -0.063
C 0.374 3.427 2.647 -0.110
C 1.856 2.458 -2.106 -0.384
C 2.467 2.881 -3.299 0.010
C 1.993 2.405 -4.492 -0.028
C 0.918 1.509 -4.501 -0.046
C 0.377 1.145 -3.298 -0.173
N 0.826 1.607 -2.106 -0.019
H 3.085 3.567 -0.931 0.114
H 3.199 4.736 1.224 0.115
H 5.185 5.261 2.565 0.117
H 6.366 3.470 3.792 0.117
H 5.563 1.140 3.659 0.113
H 3.606 0.586 2.269 0.074
H -0.074 4.071 -0.654 0.087
H -1.971 5.357 0.260 0.112
H -2.366 5.411 2.696 0.114
H -0.848 4.201 4.223 0.114
H 1.035 2.898 3.325 0.114
H 3.294 3.576 -3.259 0.124
H 2.450 2.723 -5.420 0.125
H 0.514 1.117 -5.421 0.117
H -0.457 0.458 -3.244 0.104
N -10.536 -1.091 -1.389 0.188
C -9.446 -0.737 -1.426 -0.167
C -8.079 -0.293 -1.474 -0.211
C -7.224 -0.574 -0.412 -0.001
C -5.910 -0.143 -0.452 0.003
C -5.460 0.549 -1.566 -0.182
C -6.300 0.834 -2.631 0.007
C -7.618 0.416 -2.580 0.003
N -4.098 0.979 -1.614 0.001
C -3.626 2.185 -2.083 -0.009
C -2.284 2.163 -1.893 -0.123
N -1.920 0.959 -1.322 -0.090
C -3.041 0.282 -1.168 -0.196
H -7.597 -1.111 0.448 0.130
H -5.255 -0.319 0.390 0.119
H -5.930 1.358 -3.502 0.123
H -8.289 0.627 -3.401 0.132
H -4.282 2.943 -2.472 0.134
H -1.565 2.926 -2.126 0.098
H -3.115 -0.706 -0.755 0.115
C 4.303 -5.878 0.453 -0.028
C 3.007 -5.145 0.277 -0.255
C 2.589 -4.720 -0.987 -0.025
C 1.380 -4.075 -1.161 -0.069
C 0.572 -3.841 -0.053 -0.419
C 0.970 -4.242 1.216 -0.084
C 2.183 -4.894 1.372 -0.022
S -0.974 -3.003 -0.158 0.979
C -1.793 -3.929 -1.438 -0.210
O -0.722 -1.650 -0.819 -0.674
H 4.922 -5.816 -0.440 0.082
H 4.117 -6.933 0.656 0.098
H 4.868 -5.482 1.297 0.088
H 3.220 -4.912 -1.846 0.125
H 1.079 -3.754 -2.150 0.117
H 0.335 -4.049 2.072 0.117
H 2.490 -5.220 2.358 0.129
H -1.202 -3.914 -2.351 0.064
H -2.761 -3.461 -1.603 0.060
H -1.928 -4.948 -1.078 0.079
```

=====

No. 2
Entry from the OMol25 dataset: a structure of composition C38H64IrN2O5PTe (wB97M-V/def2-TZVPD).

Calculated values
Highest occupied orbital energy (spin up / spin down) = -8.979 / -8.988 eV
Strongest force on any atom = 0.360 eV Å⁻¹
Multiplicity = 6
Total charge = +1

```
112
Properties=species:S:1:pos:R:3:lowdin_charge:R:1
Ir 0.171 -0.577 -0.060 1.400
C -2.374 -2.328 0.064 -0.065
N -1.411 -1.965 -0.990 -0.366
C -0.782 -3.192 -1.516 -0.058
C -2.043 -1.248 -2.106 -0.180
C -2.441 0.167 -1.734 -0.151
N -1.336 0.958 -1.149 -0.218
C -1.910 2.051 -0.319 -0.108
C -1.202 2.586 0.914 -0.071
C -1.887 3.538 1.627 0.032
C -1.321 4.187 2.733 -0.101
C -0.003 3.850 3.111 0.045
C 0.746 2.907 2.463 -0.045
C 0.122 2.223 1.344 -0.251
O 0.742 1.272 0.784 -0.138
C 2.139 2.494 2.914 -0.528
C 2.118 1.029 3.386 -0.029
C 3.139 2.669 1.759 -0.026
C 2.619 3.357 4.082 -0.058
C -2.065 5.249 3.525 -0.553
C -1.283 6.570 3.428 -0.029
C -2.144 4.807 4.996 -0.029
C -3.484 5.481 3.010 -0.061
C -0.487 1.602 -2.189 -0.118
C 0.124 0.707 -3.234 -0.127
C -0.291 0.791 -4.527 0.025
C 0.322 0.037 -5.560 -0.106
C 1.407 -0.769 -5.226 0.040
C 1.936 -0.866 -3.949 -0.032
C 1.263 -0.130 -2.901 -0.273
O 1.643 -0.217 -1.700 -0.080
C 3.122 -1.803 -3.719 -0.518
C 3.655 -1.865 -2.284 -0.050
C 4.272 -1.339 -4.630 -0.029
C 2.699 -3.228 -4.115 -0.027
C -0.222 0.145 -6.975 -0.554
C 0.528 -0.747 -7.962 -0.054
C -0.098 1.606 -7.438 -0.031
C -1.703 -0.266 -6.970 -0.034
H -3.205 -2.904 -0.361 0.105
H -2.766 -1.434 0.546 0.083
H -1.858 -2.928 0.811 0.081
H -1.537 -3.816 -2.008 0.108
H -0.326 -3.751 -0.705 0.062
H -0.018 -2.918 -2.243 0.079
H -2.940 -1.788 -2.441 0.140
H -1.336 -1.252 -2.936 0.109
H -3.235 0.119 -0.990 0.112
H -2.858 0.674 -2.614 0.140
H -2.900 1.734 0.012 0.129
H -2.084 2.915 -0.974 0.138
H -2.887 3.804 1.311 0.118
H 0.421 4.356 3.963 0.102
H 1.874 0.327 2.591 0.058
H 1.400 0.891 4.197 0.099
H 3.104 0.765 3.769 0.093
H 2.916 2.014 0.920 0.074
H 4.139 2.426 2.119 0.093
H 3.152 3.703 1.409 0.093
H 1.992 3.237 4.967 0.091
H 2.666 4.415 3.822 0.092
H 3.625 3.040 4.355 0.093
H -0.275 6.477 3.830 0.082
H -1.801 7.340 4.000 0.094
H -1.209 6.907 2.393 0.094
H -1.159 4.702 5.447 0.082
H -2.666 3.855 5.093 0.096
H -2.693 5.556 5.568 0.093
H -3.491 5.853 1.985 0.089
H -3.971 6.232 3.632 0.092
H -4.088 4.574 3.059 0.091
H 0.306 2.131 -1.655 0.137
H -1.092 2.352 -2.715 0.130
H -1.106 1.460 -4.774 0.121
H 1.870 -1.349 -6.010 0.101
H 3.997 -0.896 -1.926 0.094
H 4.510 -2.545 -2.282 0.088
H 2.919 -2.251 -1.579 0.072
H 4.568 -0.317 -4.394 0.097
H 4.013 -1.384 -5.688 0.081
H 5.135 -1.986 -4.471 0.093
H 1.949 -3.615 -3.424 0.081
H 3.568 -3.886 -4.065 0.092
H 2.299 -3.283 -5.126 0.081
H 1.580 -0.471 -8.041 0.093
H 0.086 -0.635 -8.952 0.093
H 0.462 -1.801 -7.689 0.092
H 0.941 1.936 -7.418 0.096
H -0.684 2.283 -6.817 0.080
H -0.463 1.695 -8.461 0.094
H -1.821 -1.300 -6.642 0.093
H -2.108 -0.183 -7.979 0.094
H -2.304 0.371 -6.321 0.077
C 3.941 -5.320 -0.815 -0.063
C 3.597 -4.604 0.467 -0.314
O 2.251 -4.101 0.343 -0.309
P 1.409 -3.483 1.563 0.046
O 0.837 -2.182 1.007 -0.539
Te 2.557 -3.346 3.587 0.418
O 0.094 -4.408 1.594 -0.323
C 0.194 -5.779 2.024 -0.285
C 0.108 -6.707 0.835 -0.067
H 4.957 -5.709 -0.751 0.087
H 3.885 -4.642 -1.668 0.043
H 3.266 -6.156 -0.993 0.075
H 4.264 -3.759 0.650 0.106
H 3.658 -5.264 1.335 0.083
H -0.636 -5.938 2.714 0.121
H 1.119 -5.915 2.590 0.072
H -0.847 -6.591 0.322 0.077
H 0.190 -7.742 1.169 0.083
H 0.910 -6.506 0.127 0.062
```

=====

No. 3
Entry from the OMol25 dataset: a structure of composition C12H12O4Sn at a distorted geometry (wB97M-V/def2-TZVPD).

Calculated values
Highest occupied orbital energy = -15.063 eV
Strongest force on any atom = 5.863 eV Å⁻¹
Total charge = +2

```
29
Properties=species:S:1:pos:R:3:lowdin_charge:R:1
Sn 37.054 -6.314 24.403 1.766
C 38.461 -4.206 26.652 -0.019
C 39.053 -2.979 27.006 0.021
C 40.403 -2.874 26.875 -0.290
C 41.272 -3.867 26.457 0.055
C 40.692 -5.106 26.181 0.026
C 39.290 -5.327 26.287 -0.305
O 38.645 -6.452 25.806 -0.169
O 40.968 -1.645 27.128 0.089
H 37.406 -4.412 26.753 0.091
H 38.502 -2.125 27.372 0.140
H 42.342 -3.819 26.315 0.144
H 41.174 -5.910 25.645 0.126
H 37.829 -6.615 26.284 0.044
H 40.415 -1.082 27.674 0.119
C 38.551 -10.394 21.726 0.017
C 37.826 -10.059 22.836 0.037
C 37.276 -8.766 22.958 -0.294
C 37.696 -7.824 21.983 -0.079
C 38.299 -8.183 20.788 0.068
C 38.763 -9.504 20.740 -0.277
O 39.412 -9.931 19.589 0.081
O 36.654 -8.286 24.095 -0.156
H 39.116 -11.290 21.519 0.155
H 37.847 -10.763 23.655 0.139
H 37.411 -6.784 22.054 0.046
H 38.527 -7.496 19.986 0.148
H 40.260 -10.321 19.811 0.124
H 36.877 -8.920 24.781 0.152
```

=====

No. 4
Entry from the OMol25 dataset: a structure of composition C47H39CoF9N5O3P (wB97M-V/def2-TZVPD).

Calculated values
Highest occupied orbital energy (spin up / spin down) = -0.687 / -0.738 eV
Strongest force on any atom = 0.146 eV Å⁻¹
Multiplicity = 2
Total charge = -2

```
105
Properties=species:S:1:pos:R:3:lowdin_charge:R:1
Co 1.368 -0.743 -0.134 0.444
C 1.264 -2.665 -2.709 -0.162
N 1.232 -2.462 -1.264 -0.004
C 1.345 -3.519 -0.532 -0.084
C 1.495 -3.369 0.867 -0.334
C 1.650 -4.259 1.936 -0.076
C 1.862 -3.458 3.060 -0.106
C 1.834 -2.127 2.617 -0.141
N 1.612 -2.075 1.300 -0.010
C -0.087 -2.717 -3.383 -0.187
C -0.492 -3.866 -4.055 -0.055
C -1.711 -3.913 -4.722 -0.106
C -2.539 -2.801 -4.726 -0.106
C -2.143 -1.651 -4.054 -0.092
C -0.928 -1.609 -3.385 -0.040
H 1.793 -3.598 -2.932 0.108
H 1.856 -1.862 -3.143 0.097
H 1.372 -4.512 -0.987 0.128
H 1.616 -5.338 1.887 0.083
H 2.021 -3.783 4.077 0.080
H 1.980 -1.226 3.192 0.104
H 0.157 -4.736 -4.057 0.101
H -2.011 -4.819 -5.236 0.091
H -3.489 -2.830 -5.246 0.092
H -2.785 -0.778 -4.040 0.106
H -0.643 -0.715 -2.843 0.082
F -7.079 -0.939 -1.983 0.118
C -6.859 -0.519 -0.721 -0.575
F -7.506 -1.398 0.084 0.119
F -7.518 0.653 -0.585 0.119
C -5.407 -0.402 -0.388 -0.143
C -4.451 -1.038 -1.162 -0.009
C -3.111 -0.940 -0.806 -0.063
C -2.713 -0.216 0.307 -0.307
C -3.692 0.406 1.086 -0.064
C -5.029 0.319 0.742 -0.012
P -0.932 -0.233 0.788 1.105
C -1.231 -1.154 2.372 -0.317
C -1.408 -2.532 2.322 -0.084
C -1.626 -3.265 3.477 -0.017
C -1.652 -2.615 4.702 -0.145
C -1.470 -1.238 4.770 -0.013
C -1.268 -0.513 3.607 -0.066
C -1.868 -3.370 5.972 -0.574
F -2.996 -2.979 6.621 0.112
F -0.864 -3.193 6.861 0.120
F -1.985 -4.700 5.788 0.115
C -0.539 1.415 1.315 -0.366
C 0.865 1.507 1.891 -0.345
C 1.235 2.968 2.055 0.008
C 0.427 3.995 1.706 -0.206
C -0.870 3.835 1.141 -0.124
C -1.273 2.523 0.936 -0.162
C 0.926 5.396 1.857 -0.565
F 1.060 6.033 0.662 0.100
F 2.125 5.511 2.465 0.106
F 0.075 6.178 2.577 0.097
H -4.740 -1.604 -2.037 0.111
H -2.361 -1.439 -1.403 0.078
H -3.392 0.961 1.966 0.112
H -5.781 0.810 1.347 0.117
H -1.341 -3.044 1.368 0.108
H -1.746 -4.339 3.428 0.114
H -1.483 -0.738 5.731 0.118
H -1.135 0.563 3.637 0.103
H 0.886 1.017 2.889 0.100
H 2.228 3.193 2.418 0.091
H -1.479 4.680 0.854 0.083
H -2.217 2.363 0.427 0.089
N 1.863 0.763 1.074 -0.041
C 3.092 0.610 1.642 -0.331
C 3.468 1.046 2.941 -0.071
C 4.738 0.808 3.448 -0.133
C 5.708 0.142 2.716 -0.156
C 5.365 -0.285 1.431 -0.121
C 4.112 -0.057 0.909 -0.049
H 2.759 1.562 3.572 0.083
H 4.965 1.155 4.452 0.086
H 6.695 -0.038 3.124 0.071
H 6.095 -0.807 0.820 0.089
H 3.893 -0.394 -0.098 0.071
C -0.828 2.303 -4.727 -0.075
C -0.311 3.225 -3.629 -0.182
C 0.879 2.659 -2.852 -0.291
C 1.330 3.700 -1.781 -0.134
C 2.668 3.429 -1.103 -0.061
C 2.050 2.452 -3.782 -0.441
O 2.362 3.231 -4.665 0.067
N 2.790 1.337 -3.525 0.208
C 2.591 0.421 -2.471 -0.545
O 3.479 -0.405 -2.290 0.018
N 1.427 0.450 -1.788 0.114
C 0.475 1.379 -2.113 -0.415
O -0.693 1.237 -1.787 0.027
H -1.674 2.757 -5.247 0.069
H -1.164 1.351 -4.312 0.055
H -0.052 2.104 -5.469 0.074
H -1.100 3.430 -2.904 0.121
H 0.007 4.174 -4.064 0.112
H 0.535 3.751 -1.032 0.103
H 1.365 4.665 -2.294 0.121
H 2.655 2.492 -0.542 0.061
H 2.870 4.225 -0.385 0.070
H 3.494 3.413 -1.821 0.076
H 3.664 1.229 -4.017 0.155
```